No. 1
{
  "formula": "C12H19CsFN4O2SSi",
  "method": "the ωB97M-V functional and the def2-TZVPD basis",
  "max_force_ev_per_a": 1.69,
  "lumo_ev": 1.95,
  "homo_lumo_gap_ev": 6.07,
  "charge": -1,
  "e_homo_ev": -4.11,
  "symbols": ["Cs", "C", "O", "C", "O", "N", "N", "H", "H", "H", "H", "H", "H", "C", "Si", "C", "C", "N", "C", "C", "C", "C", "C", "C", "F", "H", "H", "H", "H", "H", "H", "H", "H", "H", "H", "H", "H", "H", "S", "C", "N"],
  "positions_angstrom": [[-0.617, -1.018, -0.557], [5.045, 1.162, 0.825], [4.168, 2.142, 0.268], [2.860, 1.775, 0.271], [2.453, 0.740, 0.724], [2.130, 2.778, -0.297], [0.792, 2.580, -0.596], [6.026, 1.626, 0.859], [5.067, 0.271, 0.198], [4.721, 0.879, 1.825], [2.651, 3.513, -0.744], [0.631, 2.503, -1.591], [0.216, 3.301, -0.194], [-5.373, 1.682, -1.345], [-4.127, 0.253, -1.565], [-2.998, 0.785, -2.991], [-5.104, -1.243, -2.227], [-3.145, -0.063, -0.226], [-3.558, -0.487, 0.982], [-4.904, -0.759, 1.359], [-5.256, -1.220, 2.613], [-4.296, -1.438, 3.595], [-2.968, -1.169, 3.285], [-2.634, -0.713, 2.033], [-1.297, -0.449, 1.799], [-5.908, 1.909, -2.271], [-4.839, 2.583, -1.031], [-6.114, 1.455, -0.575], [-3.603, 1.001, -3.877], [-2.289, -0.002, -3.262], [-2.437, 1.689, -2.740], [-5.648, -1.004, -3.144], [-5.826, -1.615, -1.496], [-4.413, -2.060, -2.451], [-5.669, -0.597, 0.609], [-6.299, -1.420, 2.835], [-4.568, -1.807, 4.576], [-2.183, -1.307, 4.020], [1.403, -3.512, -4.824], [1.093, -2.651, -3.482], [0.864, -2.034, -2.510]]
}



No. 2
{
  "formula": "C2H6NO2",
  "method": "the ωB97M-V functional and the def2-TZVPD basis",
  "max_force_ev_per_a": 0.54,
  "lumo_ev": 4.09,
  "homo_lumo_gap_ev": 7.78,
  "charge": -1,
  "e_homo_ev": -3.70,
  "symbols": ["C", "O", "H", "H", "H", "C", "N", "O", "H", "H", "H"],
  "positions_angstrom": [[-1.566, -0.615, -1.038], [-1.658, 0.672, -0.474], [-0.537, -0.833, -1.333], [-1.928, -1.395, -0.360], [-2.207, -0.641, -1.928], [2.010, 0.696, 1.100], [0.786, 0.262, 0.881], [2.349, 1.855, 1.402], [2.827, -0.056, 0.974], [-0.865, 0.787, 0.107], [0.791, -0.731, 0.671]]
}



No. 3
{
  "formula": "C20H40NP3RhSSe",
  "method": "the ωB97M-V functional and the def2-TZVPD basis",
  "max_force_ev_per_a": 3.04,
  "s2": 6.0366,
  "lumo_ev": [-8.44, -11.88],
  "homo_lumo_gap_ev": [6.07, 5.94],
  "charge": 3,
  "multiplicity": 5,
  "e_homo_ev": [-14.51, -17.82],
  "symbols": ["Rh", "P", "P", "P", "H", "C", "C", "H", "C", "C", "C", "C", "C", "C", "C", "C", "C", "H", "H", "H", "H", "H", "H", "H", "H", "H", "H", "H", "H", "H", "H", "H", "H", "H", "H", "H", "H", "H", "H", "H", "H", "H", "H", "H", "H", "H", "C", "C", "C", "C", "C", "C", "Se", "H", "H", "H", "H", "H", "H", "S", "C", "C", "N", "C", "H", "H", "H"],
  "positions_angstrom": [[0.385, -0.022, -0.391], [0.688, -2.326, -0.738], [1.986, 0.038, 1.289], [-1.341, 0.101, -1.935], [2.209, 2.156, -0.882], [1.168, 1.955, -1.149], [0.191, 2.202, -0.148], [0.547, 2.580, 0.823], [1.959, -2.583, -2.032], [1.312, -3.424, 0.597], [-0.681, -3.381, -1.368], [2.402, 1.649, 2.042], [1.702, -0.885, 2.838], [3.641, -0.442, 0.671], [-2.063, 1.736, -2.303], [-2.897, -0.791, -1.600], [-0.793, -0.371, -3.616], [0.896, 2.195, -2.180], [-0.777, 2.608, -0.474], [2.093, -3.660, -2.210], [2.896, -2.121, -1.702], [1.607, -2.088, -2.946], [1.436, -4.418, 0.138], [0.579, -3.484, 1.412], [2.276, -3.067, 0.975], [-0.257, -4.391, -1.480], [-1.035, -3.019, -2.339], [-1.506, -3.409, -0.645], [3.330, 1.532, 2.612], [1.611, 1.960, 2.729], [2.553, 2.433, 1.297], [2.664, -1.011, 3.361], [1.250, -1.858, 2.673], [1.041, -0.298, 3.479], [4.390, -0.092, 1.393], [3.835, 0.026, -0.302], [3.729, -1.528, 0.566], [-2.690, 1.634, -3.196], [-1.301, 2.489, -2.498], [-2.693, 2.072, -1.475], [-3.582, -0.631, -2.449], [-3.370, -0.380, -0.700], [-2.741, -1.854, -1.461], [-1.530, 0.007, -4.333], [-0.718, -1.457, -3.725], [0.188, 0.071, -3.840], [3.903, 1.808, -4.211], [3.655, 2.970, -3.470], [4.072, 4.207, -3.934], [4.819, 4.313, -5.118], [5.160, 3.138, -5.823], [4.716, 1.891, -5.372], [3.087, 0.173, -3.594], [2.160, 0.626, -2.414], [3.107, 2.881, -2.534], [3.810, 5.097, -3.366], [5.141, 5.286, -5.486], [5.773, 3.210, -6.727], [4.986, 0.973, -5.915], [-2.842, -1.569, 2.865], [-2.731, 0.173, 2.867], [-1.802, 0.615, 1.946], [-1.184, -0.390, 1.243], [-1.617, -1.603, 1.619], [-3.330, 0.810, 3.521], [-1.548, 1.649, 1.757], [-1.268, -2.551, 1.209]]
}



No. 4
{
  "formula": "C17H18N4O2S2",
  "method": "the ωB97M-V functional and the def2-TZVPD basis",
  "max_force_ev_per_a": 4.01,
  "lumo_ev": 0.03,
  "homo_lumo_gap_ev": 8.40,
  "charge": 0,
  "smiles": "CSc1nn2c3c(cnc2c1S(=O)(=O)c1ccccc1)CN(C)CC3",
  "e_homo_ev": -8.37,
  "symbols": ["O", "O", "N", "N", "S", "C", "C", "C", "C", "C", "C", "C", "C", "C", "C", "C", "C", "N", "N", "C", "C", "C", "C", "C", "S", "H", "H", "H", "H", "H", "H", "H", "H", "H", "H", "H", "H", "H", "H", "H", "H", "H", "H"],
  "positions_angstrom": [[4.354, 0.373, 0.153], [4.018, -0.106, -2.224], [1.148, 0.523, 1.370], [0.363, -2.184, -0.772], [2.193, -2.472, -2.790], [0.063, 0.567, 2.136], [1.511, -1.800, -1.315], [1.149, -0.487, 0.430], [-1.087, -0.322, 1.959], [-1.052, -1.328, 1.038], [1.997, -0.702, -0.573], [1.658, 4.665, -1.343], [1.459, 3.764, -2.399], [2.402, 4.256, -0.227], [1.977, 2.445, -2.304], [2.860, 2.950, -0.128], [2.654, 2.015, -1.160], [0.113, -1.401, 0.297], [-3.498, -0.756, 2.304], [1.191, -3.984, -3.034], [-4.265, 0.072, 1.343], [-2.293, -0.161, 2.852], [-2.219, -2.258, 0.839], [-3.291, -2.163, 1.928], [3.395, 0.365, -0.973], [-0.053, 1.348, 2.885], [1.229, 5.660, -1.363], [0.920, 4.095, -3.283], [2.496, 4.980, 0.576], [1.903, 1.776, -3.142], [3.349, 2.642, 0.791], [0.169, -3.690, -3.326], [1.201, -4.617, -2.116], [1.623, -4.617, -3.806], [-3.696, 0.241, 0.442], [-4.458, 1.068, 1.744], [-5.260, -0.403, 1.114], [-2.077, -0.620, 3.842], [-2.517, 0.885, 3.060], [-1.847, -3.295, 0.819], [-2.637, -2.008, -0.132], [-4.237, -2.645, 1.656], [-2.909, -2.673, 2.835]]
}